Density functional theory data (ωB97M-V/def2-TZVPD) for a single C11H19NO molecule at a distorted geometry.

Positions of all 32 atoms, in Å:
O (-3.2275, -0.3016, 0.0443)
N (-1.2967, 0.9247, -0.0333)
C (-1.2103, -1.4699, 0.3406)
C (0.9156, -0.2057, -0.0334)
C (0.4046, 1.9799, 1.3800)
C (2.2886, 1.8133, -1.1991)
C (2.1506, -0.4593, 0.8321)
C (0.0734, -1.4137, -0.4557)
C (0.1036, 1.0418, 0.2078)
C (1.0402, 0.9524, -1.0389)
C (-4.0456, 0.7853, -0.4571)
C (0.7186, -2.8181, -0.2855)
C (-1.9345, -0.1637, 0.0794)
H (-3.9717, 1.6437, 0.1651)
H (-0.0385, 1.5645, 2.2218)
H (1.3040, -2.9642, 0.7236)
H (0.5918, 0.6898, -1.9201)
H (-1.9340, -2.3478, -0.1074)
H (2.5971, 0.4027, 1.1790)
H (1.9650, 2.5689, -1.8157)
H (0.0061, -3.6791, -0.3314)
H (3.0102, 1.1581, -1.5547)
H (-0.8376, -1.7815, 1.4038)
H (-0.0475, -1.4121, -1.4743)
H (-3.8355, 0.9396, -1.6407)
H (-5.0003, 0.5086, -0.2332)
H (1.8888, -0.8431, 1.7159)
H (2.9348, -1.1916, 0.4929)
H (2.6939, 2.1444, -0.2907)
H (1.4945, -3.2088, -0.9232)
H (-0.2680, 2.8018, 1.3776)
H (1.4667, 2.3408, 1.6306)

## Properties
HOMO-LUMO gap (eV): 9.24
Multiplicity: 1
ΔE to the lowest compared entry with this formula, charge and spin (eV): 0.955
LUMO (Eh): 0.033
SMILES: COC1=N[C@]2(C)[C@@H](C)[C@]2(C)[C@@H](C)C1
Total charge: 0